No. 1
Entry from the OMol25 dataset: C14H22FNO2 in the gas phase (ωB97M-V/def2-TZVPD).

The geometry in XYZ format:
```
40
Properties=species:S:1:pos:R:3:forces:R:3
C 3.17210 2.82739 -1.65110 -0.2 0.2 0.1
C 1.96002 3.32816 -0.87264 0.2 -0.1 -0.1
N 1.08834 2.23421 -0.48779 0.1 0.1 0.0
C -0.29434 2.61757 -0.28426 -0.1 0.1 0.1
C -0.55439 3.59906 0.86485 0.1 -0.2 -0.3
C 1.63188 1.36342 0.54032 0.0 -0.4 -0.2
C 2.00917 -0.00650 -0.05805 0.0 0.1 0.1
O 2.15119 -1.01147 0.93088 0.1 0.2 0.2
C 1.10586 -1.94192 1.02094 -0.3 -0.2 0.0
C -0.18678 -1.37921 1.64259 0.5 0.3 -0.1
O -1.16180 -2.38346 1.80125 -0.2 -0.4 0.0
C -1.87561 -2.80635 0.72538 -0.2 -0.2 0.0
C -1.85114 -2.26142 -0.55407 0.1 0.1 0.2
C -2.65536 -2.77732 -1.55820 -0.1 -0.1 -0.1
C -3.49793 -3.84456 -1.31573 0.0 0.0 -0.1
C -3.54123 -4.40429 -0.04858 0.1 0.1 0.2
C -2.74094 -3.88637 0.94564 0.0 0.0 0.1
F -2.78872 -4.43593 2.17686 0.1 0.1 -0.1
H 2.84701 2.20787 -2.48227 0.0 -0.1 -0.1
H 3.82975 2.24061 -1.01606 0.1 -0.1 0.1
H 3.73499 3.67254 -2.03980 0.1 0.0 0.0
H 1.38210 3.99604 -1.51604 0.0 0.0 0.1
H 2.30628 3.91073 -0.00169 -0.1 0.0 -0.1
H -0.65313 3.05830 -1.21933 -0.1 -0.1 0.0
H -0.86832 1.70190 -0.11375 -0.1 0.0 -0.1
H -0.18117 3.20093 1.80586 0.0 0.0 0.1
H -1.62226 3.77537 0.96431 -0.1 0.1 0.1
H -0.06381 4.55014 0.67425 0.0 0.1 0.0
H 2.51595 1.80495 1.01176 0.0 0.0 0.1
H 0.89842 1.19538 1.33358 0.0 0.0 0.0
H 2.97244 0.06410 -0.57140 -0.1 0.0 -0.1
H 1.25382 -0.28924 -0.79961 0.0 0.0 0.0
H 1.47969 -2.74276 1.66471 -0.1 0.0 -0.1
H 0.87891 -2.36871 0.03202 0.1 0.0 0.1
H 0.02380 -1.02345 2.65453 0.0 0.0 -0.2
H -0.57780 -0.54528 1.04853 0.0 0.0 0.1
H -1.20782 -1.42690 -0.78363 0.1 0.1 0.0
H -2.61436 -2.33301 -2.54108 0.0 0.0 -0.1
H -4.11838 -4.24280 -2.10262 -0.1 0.0 -0.1
H -4.18643 -5.23772 0.17946 -0.1 -0.1 0.1
```
Positions in Å, forces in eV/Å.

Calculated values
Calculated total energy (eV): -23176.206
SMILES: CCN(CC)CCOCCOc1ccccc1F
Net charge: 0
LUMO energy (eV): 0.839

***

No. 2
Entry from the OMol25 dataset: Cl2H2OSi as an isolated structure (ωB97M-V/def2-TZVPD).

The geometry in XYZ format:
```
6
Properties=species:S:1:pos:R:3:forces:R:3
O -1.68247 0.05233 -2.73986 0.6 -0.3 0.9
Si 0.60635 -0.25497 0.85715 -1.1 -0.9 -2.3
Cl -1.03458 0.50291 -1.35111 0.2 0.2 0.6
Cl 0.23722 1.56601 1.45341 -0.1 1.1 0.5
H 0.02637 -1.34114 1.61596 -0.1 -0.1 0.3
H 1.84711 -0.52513 0.16445 0.4 0.1 0.1
```
Positions in Å, forces in eV/Å.

Calculated values
Calculated total energy (eV): -34998.502
Net charge: 0
LUMO energy (spin up / spin down) (eV): -1.637 / -1.821

***

No. 3
Entry from the OMol25 dataset: C2ClFN2O in the gas phase (ωB97M-V/def2-TZVPD).

The geometry in XYZ format:
```
7
Properties=species:S:1:pos:R:3:forces:R:3
F -1.07317 -0.98868 -1.86350 0.6 0.1 0.9
C -0.29587 -0.53228 -0.89742 -0.5 -0.1 -1.8
N 0.95165 -0.35500 -0.92312 1.2 -0.2 -0.2
N 1.27090 0.28969 0.28916 -0.9 -0.3 -0.4
C 0.12936 0.44310 0.86103 1.1 0.4 0.7
Cl -0.06980 1.19246 2.37668 -0.4 -0.3 -0.5
O -0.91307 -0.04928 0.15718 -1.1 0.4 1.3
```
Positions in Å, forces in eV/Å.

Calculated values
Calculated total energy (eV): -22340.046
SMILES: Fc1nnc(Cl)o1
Net charge: 0
LUMO energy (eV): 0.523

***

No. 4
Entry from the OMol25 dataset: C3H5NO in the gas phase (ωB97M-V/def2-TZVPD).

The geometry in XYZ format:
```
10
Properties=species:S:1:pos:R:3:forces:R:3
O 1.65706 -0.26555 1.55583 -0.3 0.2 -0.4
C 1.21806 -0.45326 0.45118 0.1 0.0 0.5
C 0.35957 0.41125 -0.40942 0.0 -0.2 -0.2
C -0.99668 -0.18824 -0.35218 -0.3 -0.1 0.0
N -0.76135 1.22927 -0.02536 -0.3 -0.1 0.2
H 1.26519 -1.44150 -0.04669 0.7 -0.1 0.1
H 0.76768 0.66725 -1.38354 0.1 -0.2 0.0
H -1.50629 -0.48263 -1.27250 -0.1 0.5 0.3
H -1.15503 -0.85724 0.50703 -0.1 0.2 -0.5
H -0.84820 1.38065 0.97566 0.2 -0.1 -0.1
```
Positions in Å, forces in eV/Å.

Calculated values
Calculated total energy (eV): -6727.596
SMILES: O=C[C@H]1CN1
Net charge: 0
LUMO energy (eV): 1.028